159
Properties=species:S:1:pos:R:3:forces:R:3:mulliken_charge:R:1 method="wB97M-V/def2-TZVPD" orbital_gap_ev=5.1 charge=+7
C -8.926550 -10.410830 4.997580 -0.1 0.9 -0.8 -1.4588
C -7.905450 -11.481450 5.292970 0.8 -0.4 -0.5 0.2823
C -7.714600 -11.846930 6.740940 -0.2 -2.1 1.1 -0.7275
O -7.014700 -13.172310 6.864160 -1.8 2.5 -2.6 -0.3239
C -6.658240 -13.565770 8.126600 0.7 -0.5 1.7 -0.7467
N -8.243180 -12.665460 4.379220 0.1 0.3 0.8 -0.2794
H -9.189220 -13.005340 4.477200 -0.6 -0.2 0.3 0.3441
H -8.145020 -12.346040 3.426110 0.1 0.1 -0.5 0.3846
H -7.598520 -13.420300 4.565580 0.2 -0.5 0.1 0.3315
H -9.983730 -10.673800 5.033840 0.0 -0.6 0.9 0.4329
H -8.891340 -10.113180 3.949600 0.6 0.1 -0.2 0.4605
H -8.770150 -9.489310 5.558330 0.0 -0.2 0.2 0.3721
H -6.883710 -11.289040 4.965680 -0.1 0.7 -0.5 0.2410
H -8.697000 -11.848560 7.213170 -0.1 -0.5 0.4 0.4068
H -7.143440 -11.081580 7.266400 0.2 0.1 -0.3 0.4153
H -6.075820 -12.812280 8.656840 0.2 0.2 0.0 0.3102
H -6.029850 -14.447880 8.003670 0.0 0.0 0.1 0.2461
H -7.477990 -13.843460 8.789170 -0.4 0.0 -0.2 0.3091
C 4.102940 -16.330700 4.952260 -0.3 0.1 0.9 -1.3861
C 4.158250 -17.772610 4.548660 1.1 -0.1 -1.4 0.2293
C 5.232910 -17.983070 3.432080 0.3 -0.8 -0.4 -0.7040
O 5.138950 -17.044090 2.389980 -0.4 0.0 1.5 -0.2791
C 6.087240 -17.131210 1.330820 -0.2 0.9 -1.1 -0.7925
N 4.478390 -18.660740 5.753080 -0.6 0.6 -0.7 -0.2975
H 5.344240 -18.467200 6.235710 0.7 -0.1 -0.2 0.3574
H 3.746700 -18.494500 6.429170 -0.5 0.0 0.5 0.3531
H 4.382030 -19.607650 5.415170 0.5 -0.6 0.3 0.3600
H 3.436190 -16.258620 5.811520 -0.7 0.5 -0.4 0.4608
H 3.859990 -15.720410 4.082420 -0.4 0.0 0.3 0.3564
H 5.015300 -15.908670 5.373660 0.6 -0.4 -0.4 0.3817
H 3.210490 -18.222270 4.252580 -0.2 0.6 -0.2 0.2175
H 5.205810 -18.960200 2.949810 -0.5 -0.6 0.3 0.4257
H 6.187480 -18.013100 3.957430 0.6 0.6 0.0 0.3822
H 5.780300 -16.303060 0.692030 0.2 0.1 0.0 0.2506
H 6.006110 -18.000460 0.678200 -0.1 -0.5 0.5 0.3398
H 7.128960 -16.939290 1.587900 -0.1 -0.2 0.5 0.3413
C 6.377540 -16.094170 14.036170 0.4 0.1 -0.2 -1.4515
C 5.823090 -17.338710 14.680630 -1.4 1.3 0.0 0.2208
C 4.475740 -17.815350 14.148440 0.1 -1.1 1.0 -0.8335
O 4.085370 -18.919370 15.022890 2.0 0.9 -2.0 -0.3841
C 2.797120 -18.908740 15.491400 -1.9 -0.7 1.1 -0.7906
N 6.895640 -18.389840 14.727820 -1.3 0.5 0.2 -0.1041
H 7.310830 -18.178630 15.623980 1.1 -0.6 0.1 0.4004
H 6.394460 -19.265590 14.772540 0.2 -0.8 0.2 0.3082
H 7.537650 -18.348800 13.949200 0.4 -0.1 -0.2 0.3698
H 5.705350 -15.237950 13.980170 -0.2 -0.3 0.3 0.3871
H 6.668880 -16.295790 13.005360 0.2 0.0 -0.1 0.4113
H 7.238670 -15.786170 14.629200 0.2 0.2 -0.3 0.4296
H 5.626630 -17.152190 15.736430 0.0 0.1 0.0 0.2910
H 4.483300 -18.148690 13.110690 0.1 -0.1 -0.1 0.3484
H 3.787560 -16.973270 14.221960 -0.1 0.0 0.1 0.4615
H 2.607150 -19.905230 15.890170 0.2 0.1 0.4 0.2687
H 1.972940 -18.803870 14.785830 0.4 0.4 -0.7 0.3203
H 2.654680 -18.171880 16.281880 0.0 0.1 0.1 0.3463
C -1.521870 -13.696270 3.083320 1.1 0.4 -0.2 -1.3531
C -1.179040 -13.787170 1.590360 0.1 0.0 -0.3 0.2773
C 0.252860 -14.312970 1.148840 -1.5 1.1 -0.4 -0.8834
O 0.327590 -14.219540 -0.290270 0.1 0.0 2.2 -0.3256
C 1.678350 -14.420830 -0.675430 0.8 -0.7 -1.3 -0.8016
N -2.196980 -14.733900 0.952240 0.6 -1.1 -0.8 -0.3269
H -2.516210 -14.421920 0.046220 0.1 0.3 -0.6 0.3633
H -1.669610 -15.577660 0.778920 0.2 -0.6 -0.5 0.3375
H -3.021420 -15.090460 1.414040 -0.3 0.6 1.0 0.3442
H -2.598490 -13.760340 3.241060 0.1 -0.3 0.2 0.4135
H -1.213430 -12.749720 3.527180 0.0 0.2 -0.4 0.3509
H -0.913670 -14.416620 3.630400 -0.6 -0.4 0.2 0.3311
H -1.376810 -12.866740 1.041020 0.3 0.2 0.3 0.3454
H 0.443470 -15.333390 1.481280 -0.2 -0.4 0.1 0.4521
H 0.985010 -13.696600 1.670500 0.1 0.3 -0.2 0.5029
H 2.058580 -15.410250 -0.421330 -0.3 -0.3 0.4 0.3190
H 2.411400 -13.710110 -0.293830 -0.4 0.4 0.2 0.3298
H 1.720220 -14.417100 -1.764620 -0.2 0.3 0.1 0.3234
C 0.198960 -7.826790 19.749550 -0.5 -0.4 0.1 -1.3879
C 0.250970 -7.440220 18.259130 0.0 -0.6 1.7 0.3807
C 1.156010 -8.395340 17.581650 0.5 -1.6 -2.5 -0.9493
O 1.148520 -8.219240 16.120910 -1.1 0.7 1.5 -0.3637
C 1.733400 -9.290380 15.424640 0.9 -0.1 0.0 -0.7398
N -1.153940 -7.564850 17.630750 1.6 0.9 -0.6 -0.2942
H -1.666710 -8.434460 17.661360 -0.1 -0.4 1.2 0.3377
H -1.664530 -6.750850 17.941860 -0.8 0.0 0.1 0.3786
H -0.999400 -7.495160 16.635080 0.3 0.6 -0.8 0.3515
H -0.470700 -7.233230 20.371920 0.3 0.5 -0.2 0.3924
H 1.197430 -7.851670 20.186050 0.0 0.4 -0.1 0.3900
H -0.178730 -8.839100 19.893380 0.0 -0.2 -0.4 0.3973
H 0.597520 -6.410560 18.170880 -0.5 0.1 -0.4 0.2863
H 0.796880 -9.404470 17.783640 -0.3 -0.3 0.0 0.4106
H 2.182990 -8.446790 17.943260 0.0 0.8 0.2 0.5240
H 2.725050 -9.434790 15.853460 0.2 -0.4 -0.2 0.3115
H 1.861150 -9.046620 14.369970 -0.1 0.4 0.2 0.2682
H 1.173190 -10.224660 15.461850 -0.3 -0.1 0.3 0.3062
C 4.554020 -23.010750 10.856950 0.7 -0.1 0.3 -1.4374
C 3.390790 -23.900930 11.235700 -0.5 -0.8 0.1 0.2972
C 2.635070 -23.630320 12.553870 1.5 1.4 0.6 -0.7884
O 1.467870 -24.288410 12.598940 -2.1 -2.6 -1.9 -0.3635
C 0.436790 -23.832410 13.418100 -0.5 1.2 1.2 -0.7272
N 2.373290 -23.859400 10.089120 0.0 0.5 1.1 -0.3302
H 2.842100 -24.047740 9.214570 0.0 -0.1 -0.4 0.3671
H 1.612250 -24.501270 10.259180 -0.2 -0.7 0.2 0.3847
H 1.922180 -22.955780 10.096960 0.0 0.7 -0.4 0.3086
H 5.411230 -23.247340 11.487270 0.0 -0.2 0.1 0.3901
H 4.444460 -21.929030 10.934380 -0.7 0.0 0.1 0.3400
H 4.881470 -23.227640 9.840180 0.0 -0.1 -0.1 0.4318
H 3.677830 -24.952360 11.221810 0.3 0.0 0.1 0.3386
H 2.504710 -22.551150 12.634500 -0.1 0.5 0.0 0.4363
H 3.167570 -23.957080 13.447050 1.1 0.2 -0.2 0.4551
H -0.369520 -24.535760 13.626080 0.4 -0.5 -0.8 0.2799
H 0.009870 -22.931160 12.978130 -0.2 0.2 0.1 0.2933
H 0.789210 -23.603650 14.423870 0.4 0.2 0.1 0.3229
C -8.072550 -18.765030 16.609000 -0.1 -0.3 -0.2 -1.3670
C -7.285090 -19.925420 15.923380 0.5 0.8 2.6 0.2882
C -8.130860 -20.875310 15.150280 0.2 0.4 -2.0 -0.7981
O -7.331950 -21.524990 14.113540 -0.4 2.2 2.3 -0.3304
C -8.140480 -22.066320 13.140430 -1.0 -2.3 -1.2 -0.7481
N -6.238540 -19.177950 15.149810 0.7 -0.7 -1.8 -0.3598
H -5.721170 -18.438100 15.602620 -0.3 0.2 1.1 0.3507
H -5.524730 -19.798890 14.796230 0.3 -0.7 -0.1 0.3714
H -6.581210 -18.747520 14.302820 -0.7 0.2 -0.4 0.3527
H -9.090170 -18.994720 16.924900 0.2 -0.4 0.2 0.3663
H -8.212920 -17.961620 15.885850 0.0 0.0 -0.4 0.4529
H -7.540590 -18.285570 17.430720 0.1 -0.4 0.2 0.3810
H -6.686230 -20.557610 16.578970 0.0 0.5 0.6 0.2986
H -8.888860 -20.210530 14.736020 -0.4 -0.4 -0.8 0.4246
H -8.653090 -21.584090 15.792930 0.3 -0.1 0.2 0.4136
H -9.110680 -21.613040 12.937080 0.4 1.1 -0.1 0.3425
H -8.498720 -23.054070 13.430460 0.3 -0.4 0.2 0.3282
H -7.531020 -22.222150 12.250270 -0.2 0.3 -0.1 0.2329
C -2.867190 -23.422810 4.041890 0.7 -0.3 -1.0 -1.5162
C -2.639890 -23.153060 5.518620 -0.4 -1.2 -0.3 0.2848
C -2.288030 -24.470140 6.296200 -0.5 0.6 0.4 -0.7283
O -1.945040 -24.333230 7.671900 -0.2 1.3 -0.8 -0.3085
C -3.036870 -24.041300 8.577620 0.8 -0.9 0.3 -0.6982
N -1.537910 -22.104360 5.641680 -0.8 -0.5 0.7 -0.2450
H -1.360300 -21.947980 6.623570 -0.1 0.2 0.7 0.3321
H -0.639900 -22.373250 5.265690 0.1 -0.3 -0.7 0.3791
H -1.898110 -21.253410 5.233950 0.3 0.4 -0.3 0.3746
H -3.175670 -22.558660 3.453500 0.2 0.4 0.3 0.3917
H -3.592870 -24.166360 3.712320 -0.3 -0.2 1.0 0.4061
H -1.943250 -23.814830 3.616740 0.2 0.1 -0.2 0.4119
H -3.549660 -22.681910 5.890690 0.2 0.1 0.5 0.2618
H -1.456640 -25.006820 5.839190 0.0 0.2 -0.2 0.3574
H -3.186890 -25.074750 6.175350 -0.1 -0.2 0.0 0.4199
H -3.638030 -24.948970 8.630980 -0.4 0.2 0.1 0.3534
H -3.627960 -23.145230 8.388520 0.1 0.0 -0.5 0.3037
H -2.539590 -23.900620 9.537310 -0.2 0.0 0.0 0.2177
C -0.577230 -17.785720 9.847830 2.3 -0.6 -2.2 -0.2852
O 0.124290 -16.763460 10.510840 1.2 1.9 1.0 -0.2176
O 0.306040 -18.842400 9.483930 -2.7 1.4 1.7 -0.9077
C -1.897940 -17.923090 10.689320 1.5 -3.2 -1.4 0.8762
F -2.485620 -16.836790 11.084890 -0.2 1.8 0.7 -0.2656
F -2.816100 -18.537670 9.900310 -0.5 -0.5 -0.3 -0.3134
F -1.724580 -18.733790 11.757120 -0.1 0.2 0.3 -0.2736
C -0.024690 -15.343120 10.181820 0.5 -0.9 1.5 -0.0502
C 0.958280 -14.599040 11.127460 0.2 -0.7 -0.2 -1.2237
H 1.991370 -14.814200 10.854460 0.0 0.0 -0.3 0.2695
H 0.858980 -13.514850 11.179930 -0.3 0.0 -0.3 0.3941
H 0.876870 -14.988490 12.142250 -0.4 0.0 0.0 0.2850
H -1.036330 -15.017860 10.424480 -0.1 0.0 -0.3 0.2326
H 0.226440 -15.139640 9.140840 -0.1 -0.1 -0.2 0.2797
H -0.861910 -17.352540 8.888980 -1.0 0.3 -0.4 0.2066